C37H35GaN5O3S | wB97M-V/def2-TZVPD

## Properties
Multiplicity ... 2
LUMO (alpha / beta) ... 0.17 / -0.10 eV
HOMO level (alpha / beta) ... -5.344 / -7.548 eV
ΔE to the lowest compared entry with this formula, charge and spin ... 0.870 eV
Frontier orbital gap (alpha / beta) ... 5.5 / 7.4 eV
Strongest force on any atom ... 0.011 Eh/bohr
Total charge ... 0
⟨S²⟩ ... 0.7718

Element x y z (Å)
1 Ga 0.84 2.06 -0.77
2 O 0.03 3.86 -1.00
3 N -0.30 4.30 -2.20
4 C -1.21 5.30 -2.25
5 C -1.57 5.85 -3.45
6 C -0.99 5.35 -4.62
7 C -0.07 4.34 -4.54
8 C 0.30 3.79 -3.31
9 S 1.42 2.52 -3.10
10 H -1.58 5.61 -1.29
11 H -2.30 6.65 -3.46
12 H -1.27 5.76 -5.58
13 H 0.39 3.93 -5.43
14 C -3.47 -10.86 -0.07
15 O -4.27 -9.69 -0.01
16 C -3.63 -8.49 -0.11
17 C -2.26 -8.35 -0.26
18 C -1.72 -7.07 -0.36
19 C -2.51 -5.94 -0.31
20 C -3.89 -6.10 -0.16
21 C -4.45 -7.36 -0.06
22 C -1.96 -4.58 -0.42
23 N -2.62 -3.47 -0.16
24 C -1.72 -2.46 -0.39
25 C -0.52 -2.95 -0.81
26 N -0.68 -4.32 -0.83
27 C 0.62 -2.15 -1.17
28 C 1.81 -2.57 -1.71
29 C 2.78 -1.62 -2.08
30 C 2.54 -0.29 -1.84
31 N 1.41 0.16 -1.27
32 C 0.41 -0.75 -0.99
33 C -0.81 -0.22 -0.56
34 N -0.89 1.14 -0.47
35 C -2.07 1.71 -0.15
36 C -3.20 0.97 0.12
37 C -3.13 -0.43 0.06
38 C -1.94 -1.04 -0.27
39 H -4.16 -11.69 0.02
40 H -2.76 -10.89 0.76
41 H -2.93 -10.92 -1.02
42 H -1.60 -9.21 -0.29
43 H -0.64 -6.98 -0.45
44 H -4.52 -5.22 -0.12
45 H -5.51 -7.50 0.06
46 H 0.00 -5.00 -1.10
47 H 1.99 -3.63 -1.87
48 H 3.71 -1.92 -2.54
49 H 3.28 0.46 -2.11
50 H -2.07 2.79 -0.09
51 H -4.12 1.48 0.37
52 H -3.99 -1.05 0.27
53 C -0.31 3.19 3.35
54 C 0.10 4.50 2.66
55 C -0.95 4.89 1.62
56 C 1.57 4.44 2.24
57 C 2.39 5.45 2.75
58 C 3.77 5.37 2.72
59 C 4.33 4.18 2.29
60 C 3.56 3.13 1.78
61 C 4.24 1.78 1.66
62 C 4.37 1.21 0.25
63 C 3.58 0.76 2.58
64 C 2.18 3.34 1.60
65 O 1.40 2.45 0.94
66 H -1.32 3.28 3.76
67 H 0.37 2.95 4.17
68 H -0.30 2.36 2.64
69 H 0.08 5.28 3.42
70 H -1.21 4.05 0.99
71 H -0.61 5.70 0.98
72 H -1.86 5.21 2.14
73 H 1.92 6.31 3.21
74 H 4.39 6.17 3.09
75 H 5.40 4.02 2.39
76 H 5.26 1.95 2.03
77 H 3.45 0.68 -0.01
78 H 5.18 0.49 0.20
79 H 4.56 1.98 -0.49
80 H 2.55 0.57 2.26
81 H 3.54 1.13 3.61
82 H 4.12 -0.18 2.57

These are the Löwdin partial charges, in e, on atoms 1 to 2: Ga 0.29; O -0.16


C37H35InN2O4P2S | wB97M-V/def2-TZVPD

## Properties
LUMO ... -5.02 eV
HOMO level ... -12.729 eV
ΔE to the lowest compared entry with this formula, charge and spin ... 0.000 eV
Frontier orbital gap ... 7.7 eV
Strongest force on any atom ... 0.006 Eh/bohr
Total charge ... +2

Element x y z (Å)
1 In 0.10 0.41 0.56
2 C -0.01 3.67 1.21
3 C -0.42 2.90 2.42
4 C -0.80 3.55 3.60
5 C -1.19 2.81 4.68
6 C -1.25 1.40 4.60
7 C -1.69 0.62 5.69
8 C -1.75 -0.73 5.56
9 C -1.39 -1.35 4.35
10 C -0.95 -0.63 3.26
11 S -0.51 -1.56 1.81
12 C -0.87 0.79 3.39
13 N -0.44 1.58 2.34
14 H -0.11 4.74 1.38
15 H -0.65 3.41 0.36
16 H 1.02 3.46 0.94
17 H -0.77 4.63 3.64
18 H -1.48 3.29 5.60
19 H -1.97 1.12 6.61
20 H -2.08 -1.35 6.39
21 H -1.45 -2.42 4.27
22 O 0.80 1.43 -1.11
23 P 2.01 1.83 -1.95
24 C 3.55 1.18 -1.24
25 P 3.51 0.86 0.54
26 O 2.26 0.05 0.85
27 C 5.00 -0.04 0.89
28 C 5.17 -1.30 0.30
29 C 6.32 -2.03 0.57
30 C 7.29 -1.51 1.42
31 C 7.11 -0.27 2.01
32 C 5.96 0.47 1.75
33 C 3.51 2.39 1.46
34 C 2.89 2.37 2.71
35 C 2.90 3.51 3.50
36 C 3.53 4.67 3.04
37 C 4.16 4.68 1.80
38 C 4.16 3.54 1.02
39 C 1.91 1.15 -3.59
40 C 3.06 1.10 -4.39
41 C 2.96 0.62 -5.69
42 C 1.73 0.20 -6.18
43 C 0.60 0.26 -5.38
44 C 0.68 0.73 -4.08
45 C 2.09 3.60 -2.06
46 C 3.28 4.30 -2.28
47 C 3.25 5.67 -2.47
48 C 2.04 6.35 -2.45
49 C 0.85 5.66 -2.26
50 C 0.87 4.29 -2.07
51 H 4.42 1.77 -1.53
52 H 3.69 0.19 -1.69
53 H 4.41 -1.72 -0.34
54 H 6.45 -3.00 0.12
55 H 8.18 -2.08 1.63
56 H 7.86 0.12 2.68
57 H 5.83 1.43 2.22
58 H 2.41 1.47 3.06
59 H 2.43 3.50 4.47
60 H 3.53 5.56 3.66
61 H 4.66 5.58 1.46
62 H 4.68 3.55 0.07
63 H 4.02 1.44 -4.02
64 H 3.84 0.58 -6.32
65 H 1.66 -0.17 -7.20
66 H -0.36 -0.07 -5.78
67 H -0.20 0.79 -3.46
68 H 4.23 3.78 -2.32
69 H 4.18 6.21 -2.64
70 H 2.03 7.42 -2.60
71 H -0.09 6.19 -2.26
72 H -0.05 3.74 -1.95
73 N -4.01 -0.85 -0.30
74 C -3.93 0.24 -1.33
75 C -2.52 0.84 -1.28
76 O -2.10 1.45 -2.24
77 O -1.96 0.63 -0.14
78 H -4.91 -0.90 0.17
79 H -3.25 -0.63 0.37
80 H -3.81 -1.77 -0.70
81 H -4.65 1.01 -1.08
82 H -4.16 -0.15 -2.32

These are the Löwdin partial charges, in e, on atoms 1 to 2: In 0.68; C 0.00